Record 1
Computed, not measured: a cluster of 4 separate species, C18H49N3O7 in total at a distorted geometry, with wB97M-V/def2-TZVPD.

ΔE to the lowest compared entry with this formula, charge and spin   0.0 kJ/mol
Calculated total energy   -38245.7605 eV
Charge   +2
Lowest unoccupied orbital energy   -4.5 eV
Strongest force on any atom   3.36 eV/Å

Last column: Löwdin charge in e.
Positions of all 77 atoms, in Å:
O 12.298 9.334 10.323  -0.04
H 12.401 9.968 11.054  0.06
C 17.827 9.871 9.314  -0.02
O 16.752 8.961 9.635  -0.20
C 15.985 8.402 8.673  -0.24
C 15.154 7.349 9.422  -0.05
N 14.624 7.849 10.758  0.04
H 15.341 8.387 11.240  0.17
H 13.789 8.414 10.553  0.11
C 14.117 6.797 11.574  -0.12
C 13.932 7.287 13.047  -0.20
O 13.924 8.673 13.085  -0.21
C 14.039 9.229 14.416  -0.04
H 17.874 10.569 10.129  0.09
H 17.638 10.401 8.394  0.09
H 18.785 9.364 9.330  0.10
H 16.593 7.864 7.932  0.14
H 15.328 9.134 8.162  0.13
H 15.772 6.484 9.612  0.13
H 14.253 7.049 8.923  0.13
H 14.734 5.841 11.564  0.17
H 13.173 6.560 11.177  0.09
H 14.746 6.923 13.673  0.13
H 13.025 6.766 13.417  0.14
H 14.991 8.902 14.800  0.09
H 13.211 8.924 15.136  0.12
H 14.170 10.290 14.248  0.08
C 8.997 10.198 13.274  -0.10
O 8.584 9.884 11.955  -0.18
C 8.354 8.475 11.821  -0.21
C 8.367 8.095 10.414  -0.15
N 9.603 8.535 9.804  0.05
H 9.435 9.500 9.380  0.14
H 10.465 8.587 10.419  0.16
C 9.918 7.743 8.520  -0.08
C 10.159 6.284 8.678  -0.23
O 11.122 6.033 9.677  -0.19
C 11.176 4.620 9.813  -0.07
H 8.188 10.017 14.003  0.10
H 9.285 11.285 13.390  0.11
H 9.868 9.613 13.562  0.08
H 7.384 8.226 12.299  0.16
H 9.120 7.874 12.299  0.13
H 7.513 8.498 9.848  0.16
H 8.269 7.012 10.397  0.14
H 10.772 8.306 8.105  0.13
H 9.027 7.837 7.906  0.14
H 10.536 5.815 7.757  0.15
H 9.234 5.835 9.006  0.12
H 11.377 4.135 8.853  0.11
H 10.256 4.183 10.283  0.12
H 11.987 4.476 10.404  0.05
C 7.874 11.405 7.963  -0.10
O 9.060 10.694 8.068  -0.26
C 9.906 10.981 6.947  -0.20
C 11.022 11.914 7.334  -0.19
N 11.500 11.762 8.734  -0.09
H 12.033 9.882 9.582  0.02
H 12.545 11.779 8.631  0.13
C 11.227 12.908 9.615  -0.16
C 11.466 12.519 11.127  -0.24
O 12.680 11.957 11.362  -0.24
C 13.718 12.827 11.820  -0.04
H 7.394 11.048 7.052  0.10
H 8.009 12.491 7.744  0.11
H 7.201 11.283 8.784  0.09
H 9.303 11.439 6.104  0.15
H 10.332 9.986 6.671  0.12
H 10.554 12.953 7.148  0.15
H 11.895 11.706 6.662  0.14
H 10.141 13.063 9.534  0.12
H 11.789 13.787 9.255  0.13
H 10.627 11.855 11.427  0.11
H 11.302 13.450 11.749  0.15
H 14.627 12.268 11.801  0.08
H 13.458 13.116 12.889  0.13
H 13.808 13.636 11.144  0.08

***

Record 2
Computed, not measured: a cluster of 7 separate species, C18H50ClN2O15 in total at a distorted geometry, with wB97M-V/def2-TZVPD.

ΔE to the lowest compared entry with this formula, charge and spin   355.5 kJ/mol
Calculated total energy   -65678.9965 eV
Charge   -1
Lowest unoccupied orbital energy   2.4 eV
Strongest force on any atom   6.75 eV/Å

Last column: Löwdin charge in e.
Positions of all 86 atoms, in Å:
Cl 1.241 -0.550 -0.157  0.56
O 1.816 0.567 0.504  -0.35
O 0.432 -1.285 0.656  -0.31
O 0.615 -0.141 -1.379  -0.34
O 2.404 -1.292 -0.501  -0.36
C -2.573 -2.089 -5.174  -0.09
O -1.225 -1.603 -5.309  -0.18
C -0.991 -0.508 -4.477  -0.25
C 0.375 0.184 -4.717  -0.20
N 0.446 0.765 -6.079  -0.05
C 1.379 1.936 -6.109  -0.16
C 0.719 3.290 -5.628  -0.26
O 0.080 3.994 -6.602  -0.20
C -1.339 3.628 -6.896  -0.05
H -2.639 -2.881 -5.920  0.08
H -3.218 -1.274 -5.500  0.08
H -2.691 -2.493 -4.169  0.09
H -1.247 -0.692 -3.434  0.11
H -1.716 0.301 -4.569  0.11
H 1.216 -0.419 -4.376  0.12
H 0.399 1.008 -4.005  0.10
H -0.479 1.165 -6.135  0.05
H 1.856 2.092 -7.077  0.10
H 2.235 1.689 -5.482  0.11
H 1.434 4.059 -5.336  0.12
H 0.051 3.237 -4.768  0.12
H -1.759 4.150 -7.756  0.07
H -2.054 3.830 -6.099  0.08
H -1.289 2.608 -7.278  0.07
C -4.588 3.827 4.742  -0.09
O -3.936 3.324 3.560  -0.23
C -3.842 1.901 3.381  -0.18
C -3.784 1.597 1.771  -0.17
N -4.206 0.247 1.352  -0.06
C -3.127 -0.720 1.780  -0.18
C -3.266 -2.229 1.382  -0.21
O -4.072 -2.705 2.440  -0.20
C -4.238 -4.180 2.323  -0.08
H -4.393 4.870 4.991  0.09
H -4.281 3.177 5.562  0.08
H -5.640 3.552 4.662  0.08
H -4.674 1.427 3.902  0.11
H -3.015 1.497 3.966  0.07
H -2.863 1.907 1.278  0.12
H -4.479 2.337 1.373  0.10
H -5.084 -0.005 1.783  0.09
H -3.192 -0.660 2.866  0.10
H -2.121 -0.432 1.474  0.10
H -2.279 -2.636 1.600  0.12
H -3.652 -2.270 0.364  0.13
H -4.754 -4.539 1.433  0.08
H -4.639 -4.675 3.208  0.07
H -3.302 -4.736 2.374  0.07
O 2.125 3.131 2.105  -0.06
H 1.877 2.555 2.829  -0.02
H 2.759 2.622 1.600  0.02
C 3.452 -3.715 3.467  -0.23
C 2.703 -2.721 2.565  -0.33
O 3.532 -1.758 2.202  -0.05
O 4.724 -4.051 2.919  -0.06
H 2.852 -4.606 3.648  0.11
H 3.512 -3.125 4.381  0.11
H 1.849 -2.256 3.058  0.12
H 2.347 -3.210 1.658  0.12
H 3.093 -1.213 1.545  0.06
H 4.869 -3.159 2.596  0.05
C -0.130 1.399 4.530  -0.25
C 0.040 2.917 4.741  -0.21
O -1.026 3.501 5.521  -0.06
O 0.940 0.831 3.810  -0.06
H -1.138 1.252 4.142  0.09
H -0.040 0.858 5.472  0.12
H 0.093 3.193 3.688  0.11
H 1.002 3.105 5.219  0.13
H -1.809 3.588 4.973  0.05
H 0.544 0.418 3.039  0.08
C 6.032 -1.765 -1.459  -0.21
C 5.627 -3.037 -0.635  -0.17
O 6.814 -3.877 -0.648  -0.09
O 6.815 -0.784 -0.713  -0.11
H 5.153 -1.162 -1.687  0.10
H 6.622 -1.928 -2.361  0.11
H 4.767 -3.474 -1.143  0.12
H 5.377 -2.698 0.371  0.10
H 7.403 -3.847 0.109  0.08
H 7.168 -0.141 -1.332  0.06

***

Record 3
Computed, not measured: a cluster of 10 separate species, C18H52Cl4O8 in total at a distorted geometry, with wB97M-V/def2-TZVPD.

Calculated total energy   -85976.4761 eV
SMILES string   ClCCl.ClCCl.CCO.CCO.CCO.CCO.CCO.CCO.CCO.CCO
Lowest unoccupied orbital energy   0.3 eV
Strongest force on any atom   2.69 eV/Å

Last column: Löwdin charge in e.
Positions of all 82 atoms, in Å:
Cl -0.338 1.014 -1.002  0.55
C 0.551 0.455 0.467  -0.98
Cl 2.310 0.331 0.100  0.53
H 0.546 1.264 1.159  -0.06
H 0.177 -0.496 0.737  -0.06
Cl -0.339 -0.297 3.357  0.56
C -0.045 -1.290 4.881  -0.93
Cl -0.883 -2.828 4.765  0.56
H 1.032 -1.390 4.931  0.02
H -0.428 -0.681 5.703  0.03
C -2.382 -4.523 -2.199  -0.08
C -2.970 -3.461 -1.210  -0.25
O -2.296 -3.558 0.084  -0.12
H -1.272 -4.287 -2.375  0.09
H -2.780 -4.493 -3.182  0.05
H -2.466 -5.554 -1.815  0.08
H -4.051 -3.737 -0.988  0.13
H -2.798 -2.440 -1.673  0.09
H -2.843 -3.044 0.703  0.05
C 1.944 4.219 -2.796  -0.06
C 1.911 5.250 -1.623  -0.32
O 1.750 4.692 -0.369  -0.07
H 1.964 4.727 -3.753  0.07
H 1.003 3.687 -2.749  0.05
H 2.742 3.450 -2.771  0.08
H 1.130 5.988 -1.786  0.11
H 2.824 5.822 -1.692  0.10
H 2.306 5.175 0.245  0.10
C 1.932 -2.772 1.865  -0.10
C 0.748 -3.532 1.312  -0.33
O 0.279 -2.820 0.207  -0.12
H 1.686 -1.746 2.094  0.01
H 2.775 -2.758 1.167  0.08
H 2.277 -3.294 2.758  0.08
H 0.003 -3.636 2.100  0.07
H 0.983 -4.595 1.038  0.13
H -0.653 -3.099 0.097  0.04
C -0.731 4.861 3.246  -0.09
C -1.082 3.818 2.183  -0.28
O 0.044 3.219 1.504  -0.14
H 0.240 4.558 3.691  0.06
H -1.470 5.019 4.043  0.07
H -0.476 5.854 2.815  0.08
H -1.774 4.269 1.436  0.12
H -1.516 2.965 2.707  0.10
H 0.471 3.769 0.837  0.05
C 3.173 3.687 3.749  -0.07
C 3.002 2.197 3.415  -0.26
O 2.993 1.543 4.710  -0.09
H 2.688 4.409 3.143  0.04
H 4.212 3.979 3.780  0.07
H 2.706 3.817 4.702  0.06
H 3.893 1.809 2.912  0.10
H 2.091 1.957 2.843  0.08
H 2.344 0.858 4.698  0.03
C -1.667 -1.196 -3.616  -0.12
C -0.696 -0.588 -4.567  -0.32
O -1.502 0.040 -5.570  -0.09
H -2.312 -1.881 -4.100  0.07
H -2.185 -0.420 -3.039  0.07
H -1.081 -1.726 -2.860  0.05
H -0.095 -1.402 -5.017  0.11
H -0.038 0.156 -4.123  0.10
H -1.070 -0.043 -6.442  0.09
C 2.179 -3.477 -4.427  -0.10
C 1.842 -2.727 -3.152  -0.33
O 1.814 -3.696 -2.137  -0.07
H 3.092 -4.027 -4.326  0.06
H 2.426 -2.771 -5.235  0.07
H 1.406 -4.171 -4.807  0.08
H 0.900 -2.236 -3.176  0.06
H 2.682 -1.957 -3.036  0.13
H 1.365 -3.270 -1.416  0.03
C -3.840 0.327 -0.014  -0.08
C -3.514 -0.460 1.200  -0.31
O -4.084 -1.785 1.179  -0.12
H -3.149 1.168 0.067  0.06
H -4.893 0.630 -0.062  0.09
H -3.651 -0.314 -0.849  0.05
H -3.872 0.007 2.124  0.12
H -2.439 -0.644 1.284  0.08
H -4.760 -1.869 1.918  0.13

***

Q: The lowest lowest unoccupied orbital energy belongs to which entry?
A: C18H49N3O7